Entry 1:
The following is a DFT calculation (the ωB97M-V functional and the def2-TZVPD basis) of a structure of composition C34H36ClIrN4O6PS3Se2.

Element x y z (Å)
Ir1 -0.53185 -0.97849 -0.74085
Se1 -3.60915 2.27539 -1.73642
P1 -3.99298 0.70811 -0.35202
Se2 -2.97711 -1.24606 -0.67517
C1 -5.75345 0.25077 -0.35347
C2 -6.63648 1.19010 0.17925
C3 -7.99747 0.94078 0.18324
C4 -8.48753 -0.24695 -0.34582
C5 -7.61317 -1.17905 -0.88065
C6 -6.24628 -0.93229 -0.88813
C7 -3.69324 1.21785 1.36511
C8 -3.14991 2.46029 1.65836
C9 -2.89240 2.80903 2.97772
C10 -3.18961 1.92167 3.99968
C11 -3.75300 0.68451 3.70799
C12 -4.00119 0.33030 2.39435
H1 -6.25503 2.11861 0.58755
H2 -8.67696 1.67351 0.59836
H3 -9.55213 -0.44194 -0.34259
H4 -7.99177 -2.10291 -1.29814
H5 -5.57203 -1.65979 -1.31922
H6 -2.93674 3.15086 0.85152
H7 -2.46095 3.77554 3.20386
H8 -2.98788 2.19376 5.02783
H9 -3.98947 -0.00701 4.50618
H10 -4.42144 -0.64169 2.16350
Cl1 1.62107 -3.98852 -3.44947
C13 1.17075 -2.49319 -4.23746
C14 1.89125 -2.14520 -5.37158
C15 1.50927 -1.04673 -6.12251
C16 0.36664 -0.34743 -5.76368
C17 -0.34247 -0.72025 -4.63460
C18 0.06883 -1.76177 -3.78871
C19 -0.72505 -2.06628 -2.55765
H11 2.73446 -2.75386 -5.67042
H12 2.07450 -0.77049 -7.00203
H13 0.01565 0.47556 -6.37185
H14 -1.27325 -0.20927 -4.40445
H15 -0.58374 -3.12415 -2.32050
H16 -1.77167 -1.94309 -2.83813
O1 -0.52304 -5.09009 0.19151
N1 -0.21238 -4.00763 -0.12845
O2 -0.43790 -2.92417 0.35975
N2 1.56112 1.17540 2.01710
C20 0.93448 0.04332 2.25608
N3 1.54735 -0.87597 3.01167
S1 -0.69302 -0.23645 1.73828
H17 2.54699 1.34798 2.20906
H18 1.12246 1.82785 1.39169
H19 2.51799 -0.78549 3.27061
H20 1.08231 -1.75468 3.14963
C21 5.62992 -1.48784 4.83420
C22 4.92569 -1.57225 3.50927
C23 4.36453 -2.76519 3.06644
C24 3.71392 -2.83081 1.84203
C25 3.63316 -1.69525 1.05056
C26 4.19268 -0.49211 1.46627
C27 4.82932 -0.44036 2.69406
S2 2.71854 -1.83727 -0.46009
C28 3.92861 -1.12573 -1.56384
O3 1.61068 -0.78784 -0.37154
H21 5.67497 -2.45869 5.32478
H22 5.12004 -0.79008 5.50039
H23 6.64821 -1.12022 4.70369
H24 4.43922 -3.65322 3.68198
H25 3.27303 -3.76161 1.50450
H26 4.12725 0.41515 0.87496
H27 5.25654 0.50178 3.01382
H28 4.18255 -0.12301 -1.22510
H29 3.49661 -1.09584 -2.55564
H30 4.80200 -1.77734 -1.54824
N4 -0.60094 0.74935 -1.84498
C29 0.39738 1.74518 -1.53449
C30 1.66146 1.67029 -2.08853
C31 2.66800 2.47314 -1.56693
C32 2.38152 3.35696 -0.53621
C33 1.06960 3.56081 -0.13984
C34 0.07425 2.72958 -0.61386
S3 3.68917 4.03181 0.48046
O4 4.88800 3.93450 -0.32543
O5 3.64917 3.06602 1.59349
O6 3.25217 5.35751 0.85286
H31 -0.48299 0.47069 -2.81560
H32 -1.52970 1.20023 -1.78513
H33 1.87429 0.93397 -2.85700
H34 3.69075 2.39748 -1.91512
H35 0.86393 4.32254 0.60370
H36 -0.94694 2.80738 -0.25577

Atoms 1-3, force components in eV/Å:
Ir -0.2 -0.2 0.6
Se 0.0 -0.1 0.0
P 0.0 0.0 0.1

## Properties
- E: -8890.95113 Ha
- Frontier orbital gap (spin up / spin down): 6.65 / 4.80 eV
- LUMO energy (spin up / spin down): -0.051 / -0.119 Ha
- Expectation value of S²: 0.754
- HOMO (spin up / spin down): -8.043 / -8.042 eV
- Spin multiplicity: 2

What are the Mulliken partial charges on each atom? They are as follows, in elementary charge units: Ir 3.15; Se -0.47; P 0.86; Se -0.58; C 0.64; C -0.52; C -0.66; C -0.45; C -0.70; C -0.31; C 0.42; C -0.38; C -0.63; C -0.46; C -0.64; C -0.47; H 0.38; H 0.39; H 0.38; H 0.40; H 0.21; H 0.33; H 0.44; H 0.41; H 0.41; H 0.36; Cl -0.22; C 0.68; C -0.65; C -0.57; C -0.94; C -0.44; C -0.15; C -1.69; H 0.46; H 0.41; H 0.43; H 0.68; H 0.71; H 0.62; O -0.38; N 0.49; O -0.26; N 0.02; C 0.60; N -0.18; S -0.39; H 0.27; H -0.30; H 0.16; H 0.22; C -1.39; C 0.89; C -0.82; C -0.96; C 1.03; C -1.16; C -0.52; S 0.45; C -0.89; O -1.10; H 0.39; H 0.31; H 0.34; H 0.34; H 0.45; H 0.28; H 0.54; H 0.16; H 0.24; H 0.54; N -0.09; C 0.52; C -0.33; C -0.91; C -0.01; C -0.97; C -0.19; S 1.26; O -0.74; O -0.69; O -0.70; H 0.20; H -0.24; H 0.61; H 0.65; H 0.41; H 0.01

=====

Entry 2:
The following is a DFT calculation (the ωB97M-V functional and the def2-TZVPD basis) of a structure of composition C4H5O2V.

Element x y z (Å)
H1 1.76570 1.43758 2.49919
O1 0.86386 1.10844 2.48188
V1 -0.76343 2.14537 2.00738
O2 -0.73412 -0.62265 -3.17974
C1 -0.53395 -0.14583 -2.08831
C2 -0.75014 -0.89492 -0.79440
C3 -0.17788 -0.19856 0.38143
C4 0.84189 -0.33323 1.12535
H2 -0.19968 0.91126 -1.98365
H3 -0.37817 -1.92527 -0.90437
H4 -1.84706 -0.96176 -0.67032
H5 1.91297 -0.52042 1.12554

Atoms 1-3, force components in eV/Å:
H 0.1 0.2 0.1
O 0.0 -0.1 0.1
V 0.6 -1.1 -0.5

## Properties
- E: -1249.66158 Ha
- Frontier orbital gap (spin up / spin down): 6.79 / 8.36 eV
- LUMO energy (spin up / spin down): -0.004 / -0.004 Ha
- Expectation value of S²: 6.004
- HOMO (spin up / spin down): -6.902 / -8.482 eV
- Spin multiplicity: 5

What are the Mulliken partial charges on each atom? They are as follows, in elementary charge units: H 0.26; O -0.75; V 0.51; O -0.48; C -0.03; C -0.13; C -1.12; C 0.56; H 0.35; H 0.30; H 0.21; H 0.31

=====

Entry 3:
The following is a DFT calculation (the ωB97M-V functional and the def2-TZVPD basis) of the ion C5H12FNP with charge +1.

Element x y z (Å)
C1 -0.98873 -0.28344 0.00789
C2 -1.84819 0.99876 -0.29648
C3 0.55175 1.50053 -0.57513
C4 0.44180 0.14954 0.15479
C5 1.13763 -2.74016 0.48391
N1 -0.81267 2.17138 -0.37010
F1 0.62325 0.45610 1.45392
P1 1.75484 -1.39049 -0.59916
H1 -1.27663 -0.66920 1.00328
H2 -0.94476 -1.08905 -0.88274
H3 -2.56968 0.89084 -1.18261
H4 -2.37091 1.18354 0.54190
H5 1.41745 2.08911 -0.21623
H6 0.72055 1.30525 -1.63060
H7 0.15181 -2.91785 0.34928
H8 1.14002 -2.45910 1.66343
H9 1.85811 -3.60733 0.42754
H10 -1.10226 2.84318 -1.06775
H11 -0.72525 2.59607 0.59948
H12 2.84187 -1.02768 0.13540

Atoms 1-3, force components in eV/Å:
C -0.1 -1.3 -2.2
C 1.7 -1.5 -2.7
C 0.8 -0.8 -0.8

## Properties
- E: -693.36456 Ha
- Frontier orbital gap: 9.47 eV
- LUMO energy: -0.125 Ha
- SMILES: CP[C@]1(F)CC[NH2+]C1
- Net charge: +1
- HOMO: -12.868 eV

What are the Mulliken partial charges on each atom? They are as follows, in elementary charge units: C -0.66; C -0.84; C -1.01; C 0.71; C -0.93; N -0.15; F -0.33; P 0.09; H 0.34; H 0.37; H 0.33; H 0.39; H 0.43; H 0.44; H 0.36; H 0.28; H 0.35; H 0.33; H 0.42; H 0.07

=====

Entry 4:
The following is a DFT calculation (the ωB97M-V functional and the def2-TZVPD basis) of a cluster of 3 separate species, C18H38N2O9 in total.

Element x y z (Å)
C1 -2.30921 -5.09698 5.65020
C2 -1.10279 -4.30152 5.23829
O1 -1.09340 -3.10125 5.11886
O2 0.00402 -5.06823 5.03058
C3 0.88627 -4.62677 3.98858
C4 0.28895 -4.85279 2.58133
C5 0.42143 -3.67338 1.60359
O3 -0.85818 -3.19195 1.16660
C6 -1.51573 -2.30518 1.93600
O4 -2.70980 -2.22059 1.91987
O5 -0.70954 -1.50318 2.67678
C7 -0.38252 -0.27499 2.01537
C8 0.74740 0.40916 2.77301
O6 0.28282 1.40298 3.68612
C9 -0.19781 0.88564 4.87370
C10 -1.68441 0.69461 4.97838
O7 0.55985 0.63162 5.77145
H1 -2.43212 -5.04683 6.73360
H2 -2.22309 -6.13927 5.35296
H3 -3.18265 -4.63865 5.18822
H4 1.17035 -3.58237 4.13572
H5 1.78425 -5.23069 4.11699
H6 0.80108 -5.71158 2.14000
H7 -0.75537 -5.15438 2.68090
H8 1.02153 -2.87599 2.03936
H9 0.93198 -3.99919 0.69736
H10 -0.12750 -0.43385 0.96335
H11 -1.24995 0.39250 2.04333
H12 1.43569 0.89316 2.08248
H13 1.29741 -0.34432 3.35018
H14 -2.21189 1.10820 4.11978
H15 -1.87566 -0.38129 5.01666
H16 -2.01877 1.17043 5.89915
C11 -2.66884 1.00673 -4.17941
C12 -1.31542 1.06494 -3.47649
C13 -1.01942 -0.14330 -2.57870
O8 -1.71288 -0.16949 -1.34754
C14 -3.05950 -0.60453 -1.40955
N1 -1.19473 2.33856 -2.76484
H17 -3.48141 1.29551 -3.51366
H18 -2.68115 1.70300 -5.01753
H19 -2.87894 0.00730 -4.56633
H20 -0.54497 1.05388 -4.25566
H21 0.03937 -0.10322 -2.30666
H22 -1.18076 -1.08641 -3.12009
H23 -3.18603 -1.39708 -2.15311
H24 -3.74080 0.21878 -1.63596
H25 -3.31858 -1.00020 -0.42767
H26 -0.24204 2.43431 -2.41513
H27 -1.77725 2.28050 -1.93321
C15 1.83479 5.09058 -3.95307
C16 2.71769 4.19932 -3.08499
C17 4.10095 3.90278 -3.67447
O9 4.11447 2.97543 -4.74051
C18 3.74808 3.49251 -6.00518
N2 1.97878 2.97348 -2.76379
H28 1.37719 4.53500 -4.77100
H29 1.02094 5.50181 -3.35729
H30 2.40205 5.92252 -4.37460
H31 2.89393 4.73129 -2.14527
H32 4.70886 3.44213 -2.89156
H33 4.60512 4.83184 -3.97343
H34 4.11475 4.51488 -6.13829
H35 2.66632 3.47481 -6.15616
H36 4.20618 2.85518 -6.76051
H37 2.50363 2.43467 -2.08000
H38 1.97699 2.38941 -3.59713

Atoms 1-3, force components in eV/Å:
C 0.1 -0.1 0.1
C 0.3 0.6 0.2
O 0.0 -0.5 -0.2

## Properties
- E: -1495.27042 Ha
- Frontier orbital gap: 9.43 eV
- LUMO energy: 0.017 Ha
- SMILES: CC(=O)OCCCOC(=O)OCCOC(C)=O.COC[C@@H](C)N.COC[C@@H](C)N
- HOMO: -8.964 eV

What are the Mulliken partial charges on each atom? They are as follows, in elementary charge units: C -1.12; C 0.73; O -0.51; O -0.42; C -0.40; C -0.64; C -0.26; O -0.42; C 0.44; O -0.59; O 0.14; C -0.39; C -0.56; O -0.42; C 0.76; C -0.77; O -0.54; H 0.32; H 0.34; H 0.32; H 0.27; H 0.35; H 0.39; H 0.36; H 0.14; H 0.41; H 0.36; H 0.25; H 0.34; H 0.32; H 0.29; H 0.12; H 0.37; C -1.56; C 0.46; C -0.75; O -0.14; C -0.76; N -0.65; H 0.31; H 0.38; H 0.35; H 0.34; H 0.26; H 0.45; H 0.35; H 0.25; H 0.21; H 0.21; H 0.37; C -1.44; C 0.15; C -0.66; O -0.37; C -0.62; N -0.46; H 0.28; H 0.35; H 0.38; H 0.35; H 0.34; H 0.40; H 0.30; H 0.21; H 0.26; H 0.21; H 0.28

=====

Entry 5:
The following is a DFT calculation (the ωB97M-V functional and the def2-TZVPD basis) of the molecule C5H7NO.

Element x y z (Å)
C1 0.27542 -1.27485 1.58863
C2 0.10000 -0.49199 0.31068
C3 0.14369 0.98001 0.42613
C4 -0.19971 1.83896 -0.51445
N1 -0.38476 2.62347 -1.44472
O1 -0.12218 -0.54317 -2.09077
C5 -0.05863 -1.12311 -0.86054
H1 0.09760 -2.34253 1.41998
H2 1.29797 -1.16708 1.97631
H3 -0.41131 -0.93396 2.37387
H4 0.42722 1.41235 1.38292
H5 -1.35315 2.92465 -1.56333
H6 -0.16347 -2.20526 -0.92174
H7 0.35130 0.30252 -2.08299

Atoms 1-3, force components in eV/Å:
C 0.0 0.0 0.0
C -0.1 0.0 -0.2
C 0.0 0.1 -0.1

## Properties
- E: -324.65095 Ha
- Frontier orbital gap: 8.78 eV
- LUMO energy: 0.031 Ha
- SMILES: C/C(C=C=N)=C/O
- HOMO: -7.936 eV

What are the Mulliken partial charges on each atom? They are as follows, in elementary charge units: C -1.33; C 0.86; C -0.62; C 0.20; N -0.55; O -0.53; C -0.18; H 0.35; H 0.29; H 0.32; H 0.34; H 0.28; H 0.30; H 0.29

=====

Entry 6:
The following is a DFT calculation (the ωB97M-V functional and the def2-TZVPD basis) of the molecule C2H6BNO3.

Element x y z (Å)
B1 1.70008 -0.22911 -0.15533
C1 -0.37500 -1.13328 -0.64862
C2 -1.27064 0.58028 0.83163
N1 -1.33173 -0.30389 -0.18257
O1 0.82524 -1.21700 -0.03031
O2 2.79376 -0.09209 0.67618
O3 1.38234 0.70344 -1.02828
H1 -0.36420 -1.49857 -1.69297
H2 -0.30787 0.60248 1.36531
H3 -2.17705 0.65133 1.30405
H4 -2.19539 -0.54965 -0.61019
H5 2.90034 -0.84625 1.25142
H6 1.94476 1.52575 -1.01380

Atoms 1-3, force components in eV/Å:
B 1.6 0.8 1.5
C 1.8 -2.6 -2.0
C 2.5 0.5 0.7

## Properties
- E: -385.12569 Ha
- Frontier orbital gap (spin up / spin down): 5.64 / 11.70 eV
- LUMO energy (spin up / spin down): 0.021 / 0.008 Ha
- Expectation value of S²: 2.006
- HOMO (spin up / spin down): -5.078 / -11.467 eV
- Spin multiplicity: 3

What are the Mulliken partial charges on each atom? They are as follows, in elementary charge units: B 0.53; C -0.29; C -0.67; N -0.09; O -0.31; O -0.52; O -0.42; H 0.36; H 0.23; H 0.37; H 0.22; H 0.29; H 0.30

=====

ΔE to the lowest compared entry with this formula, charge and spin: 98.07, 160.57, 94.30, 0.00, 193.02, 0.00 (kJ/mol)